A gas-phase ion, C4H9N2 (charge +1) at a distorted geometry, computed with wB97M-V/def2-TZVPD.

LUMO energy in Ha: -0.1494
2S+1: 1
Max |F| in eV Å⁻¹: 4.26
Charge: +1
M in Da: 85.130
Kohn-Sham gap in hartree: 0.3672

Each line ends with the Löwdin charge.
Element x y z (Å)
C -2.2197 -0.5663 1.0119  0.134
C 0.2780 0.1253 -1.3087  -0.199
C 0.0298 -0.3214 0.0793  -0.226
C 1.2540 -0.5733 0.9222  0.038
N -1.1148 -0.5997 0.5187  0.140
N 0.5625 1.4836 -0.9758  0.042
H -2.7334 0.3570 1.4673  0.159
H -2.8339 -1.4197 1.0108  0.100
H 1.1780 -0.4373 -1.7126  0.158
H -0.5985 0.0217 -1.9534  0.132
H 2.1936 -0.9673 0.4066  0.141
H 0.9363 -1.2133 1.6645  0.070
H 1.6832 0.2983 1.2139  0.060
H 1.5748 1.6696 -1.2139  0.141
H -0.1898 2.1429 -1.1308  0.107


A gas-phase ion, C4H9N2 (charge +1) at a distorted geometry, computed with wB97M-V/def2-TZVPD.

LUMO energy in Ha: -0.1712
2S+1: 1
Max |F| in eV Å⁻¹: 4.25
Charge: +1
M in Da: 85.130
Kohn-Sham gap in hartree: 0.3569

Each line ends with the Löwdin charge.
Element x y z (Å)
C -0.8598 -1.6245 0.2244  0.186
C 0.4113 1.4850 -0.7913  -0.106
C -0.9240 1.0816 -1.2646  -0.033
C 1.0838 -0.5951 1.4907  0.113
N -0.3228 0.6315 0.0025  -0.086
N -0.0992 -0.5983 0.4458  -0.128
H -1.4427 -1.5440 -0.6617  0.095
H -0.6010 -2.6296 0.6414  0.139
H 1.3631 1.3252 -1.3937  0.165
H 0.3077 2.5046 -0.4475  0.124
H -1.9050 1.5498 -1.3479  0.132
H -0.9512 0.2638 -1.9840  0.111
H 1.3347 -1.6445 1.5441  0.093
H 0.8093 -0.3261 2.4778  0.091
H 1.7958 0.1207 1.0639  0.105


2 unconnected molecules or ions with the total composition C4H9N2 at a distorted geometry, computed with wB97M-V/def2-TZVPD.

LUMO energy in Ha: -0.2188
2S+1: 1
Max |F| in eV Å⁻¹: 4.40
Charge: +1
M in Da: 85.130
Kohn-Sham gap in hartree: 0.2762

Each line ends with the Löwdin charge.
Element x y z (Å)
C 1.0797 -1.3310 -1.3020  0.179
C -0.7148 -1.1122 1.9863  -0.084
C 0.0874 -0.1390 2.4487  -0.058
C -0.3763 1.7738 -1.6407  0.009
N 0.5656 -0.2470 -0.9955  0.037
N 0.0896 0.7763 -0.6493  0.167
H 0.5736 -2.3294 -1.2896  0.156
H 2.0460 -1.2383 -1.6750  0.108
H -1.7159 -0.8555 1.7535  0.030
H -0.3702 0.7657 2.6184  0.024
H 1.1291 -0.2799 2.6090  0.046
H -0.4773 -2.1031 1.5508  0.053
H -1.0040 1.2189 -2.4045  0.128
H 0.2128 2.6348 -1.8300  0.095
H -1.1252 2.4659 -1.1801  0.111


2 unconnected molecules or ions with the total composition C4H9N2 at a distorted geometry, computed with wB97M-V/def2-TZVPD.

LUMO energy (alpha / beta) in Ha: -0.2321 / -0.2320
2S+1: 1
Max |F| in eV Å⁻¹: 4.84
Charge: +1
M in Da: 85.130
Kohn-Sham gap (alpha / beta) in hartree: 0.2781 / 0.2784

Each line ends with the Löwdin charge.
Element x y z (Å)
C -0.7739 0.3149 0.0028  -0.161
C 0.2544 -0.5637 0.5687  -0.298
C -0.0108 -1.9645 1.1390  -0.039
C 0.0538 1.4397 -2.1630  0.090
N -0.2168 0.6835 1.1707  0.081
N 1.2581 1.6839 -2.0790  0.189
H 1.2693 -0.4200 0.1275  0.139
H 0.5583 -2.8805 0.6769  0.123
H -1.1562 -2.1554 1.0862  0.109
H 0.3100 -1.7517 2.2079  0.099
H -1.8390 0.2194 0.2949  0.176
H -0.5806 1.6527 -2.9910  0.124
H -0.5286 0.8422 -0.9575  0.025
H -0.4268 1.1354 2.0733  0.177
H 1.8288 1.7641 -1.1574  0.167


A molecular structure, C4H9N2 at a distorted geometry, computed with wB97M-V/def2-TZVPD.

LUMO energy (alpha / beta) in Ha: -0.2355 / -0.2355
2S+1: 1
Max |F| in eV Å⁻¹: 2.32
Charge: +1
M in Da: 85.130
Kohn-Sham gap (alpha / beta) in hartree: 0.2407 / 0.2409

Each line ends with the Löwdin charge.
Element x y z (Å)
C -1.3078 -0.0107 0.5258  -0.086
C -3.1536 0.0162 -0.2022  -0.158
C 2.5571 -0.0836 -0.3435  -0.084
C 1.8823 0.2312 0.8759  0.211
N -2.1190 0.9796 0.1206  0.022
N -2.2036 -0.9743 0.2659  0.025
H -4.0639 0.1120 0.3946  0.133
H -3.3930 -0.0633 -1.2666  0.133
H 2.5497 0.7194 -1.0731  0.100
H 2.2029 -1.0302 -0.7621  0.121
H 3.6026 -0.3245 -0.0878  0.141
H 1.5510 1.2305 1.1104  0.084
H 1.7185 -0.5285 1.6248  0.087
H -1.9715 1.9359 -0.1531  0.134
H -2.3026 -1.9389 0.5273  0.136


A gas-phase ion, C4H9N2 (charge +1) at a distorted geometry, computed with wB97M-V/def2-TZVPD.

LUMO energy in Ha: -0.1381
2S+1: 1
Max |F| in eV Å⁻¹: 6.20
Charge: +1
M in Da: 85.130
Kohn-Sham gap in hartree: 0.3379

Each line ends with the Löwdin charge.
Element x y z (Å)
C 0.4429 1.6913 0.5003  0.071
C -0.0698 0.6539 1.7916  -0.125
C -0.0581 0.3493 0.3926  -0.452
C -0.2846 -1.1176 -1.6859  0.033
N -1.3498 0.5085 1.2376  0.100
N 0.4926 -0.7378 -0.4348  0.071
H -0.1815 2.6176 0.2445  0.142
H 1.4841 1.8478 0.6830  0.092
H 0.4854 0.0798 2.5380  0.152
H -1.2022 -1.5200 -1.5233  0.059
H -0.2950 -0.1453 -2.3218  0.148
H 0.4448 -1.8586 -2.1877  0.137
H -1.9837 -0.3751 1.5164  0.175
H 1.4481 -0.3648 -0.7680  0.223
H 0.6267 -1.6291 0.0178  0.172


2 unconnected molecules or ions with the total composition C4H9N2 at a distorted geometry, computed with wB97M-V/def2-TZVPD.

LUMO energy in Ha: -0.1860
2S+1: 1
Max |F| in eV Å⁻¹: 2.68
Charge: +1
M in Da: 85.130
Kohn-Sham gap in hartree: 0.3068

Each line ends with the Löwdin charge.
Element x y z (Å)
C -0.5980 0.3959 0.4188  0.149
C -2.0097 -0.1709 0.4544  -0.198
C -2.4170 -1.3137 -0.4289  -0.051
C 3.7201 0.9114 -0.0368  -0.104
N -1.4922 1.0917 -0.1581  0.192
N 2.9951 -0.1183 -0.1050  0.009
H -2.5520 -0.1783 1.5026  0.190
H -2.5442 -2.2607 0.0938  0.091
H -1.6526 -1.4520 -1.2351  0.110
H -3.4879 -1.2010 -0.7249  0.108
H 4.7454 0.8674 0.2401  0.065
H 0.4962 0.7344 0.5562  0.164
H 3.1053 1.7876 0.1814  0.057
H -1.7608 1.8970 -0.7175  0.194
H 3.4522 -0.9906 -0.0412  0.025


2 unconnected molecules or ions with the total composition C4H9N2 at a distorted geometry, computed with wB97M-V/def2-TZVPD.

LUMO energy in Ha: -0.1202
2S+1: 1
Max |F| in eV Å⁻¹: 4.47
Charge: +1
M in Da: 85.130
Kohn-Sham gap in hartree: 0.4021

Each line ends with the Löwdin charge.
Element x y z (Å)
C 0.7976 -1.9093 -0.3577  -0.166
C 1.6890 -0.8673 -0.7208  -0.175
C -0.5563 1.5444 1.3271  -0.122
C -1.5138 1.3476 0.4712  -0.068
N 0.4632 -1.0045 -1.4289  0.118
N 0.9862 -0.7881 0.5352  0.160
H 1.0681 -2.9860 -0.2099  0.194
H -0.7325 1.5673 2.4764  0.113
H 2.6754 -0.9491 -1.0915  0.164
H 0.4193 1.8955 1.0833  0.055
H -2.5984 1.0388 0.7880  0.121
H -1.3971 1.3211 -0.5701  0.043
H 0.6023 -1.5370 -2.3972  0.196
H 0.1032 -0.1122 0.4825  0.133
H 1.4235 -0.9444 1.5072  0.235


A molecular structure, C4H9N2 at a distorted geometry, computed with wB97M-V/def2-TZVPD.

LUMO energy (alpha / beta) in Ha: -0.1340 / -0.2376
2S+1: 3
Max |F| in eV Å⁻¹: 7.08
Charge: +1
M in Da: 85.130
Kohn-Sham gap (alpha / beta) in hartree: 0.2641 / 0.3107
Expectation value of S²: 2.008

Each line ends with the Löwdin charge.
Element x y z (Å)
C -0.7506 -0.9417 0.5836  -0.027
C -1.6927 -0.0519 -0.2813  -0.124
C 0.3873 1.4833 0.4520  0.103
C 0.3068 0.0530 0.0651  -0.475
N -0.5385 0.6209 -0.9569  0.105
N 1.6647 -0.5306 -0.3585  0.296
H -0.8404 -0.9309 1.7308  0.154
H -0.7511 -1.9076 0.2680  0.076
H -2.2896 -0.3800 -1.1738  0.150
H -2.4531 0.4879 0.1813  0.106
H -0.2521 1.9148 1.0658  0.038
H 1.1698 2.0667 -0.0362  0.097
H 1.9713 -1.3401 0.1121  0.153
H 2.4017 0.1243 -0.2471  0.141
H 1.6665 -0.6683 -1.4049  0.206


2 unconnected molecules or ions with the total composition C4H9N2 at a distorted geometry, computed with wB97M-V/def2-TZVPD.

LUMO energy (alpha / beta) in Ha: -0.1471 / -0.2563
2S+1: 3
Max |F| in eV Å⁻¹: 3.93
Charge: +1
M in Da: 85.130
Kohn-Sham gap (alpha / beta) in hartree: 0.3055 / 0.3123
Expectation value of S²: 2.022

Each line ends with the Löwdin charge.
Element x y z (Å)
C 2.0083 -0.5587 0.8754  0.192
C 0.5056 -0.1607 -1.1896  0.020
C -0.2447 0.2105 -0.0270  -0.239
C -0.8374 1.5458 0.3740  0.020
N 1.0047 -0.2465 0.1873  -0.006
N -1.5001 -1.6077 -0.0794  0.185
H 2.8813 -0.8049 0.4554  0.078
H 1.8910 -0.6576 1.9137  0.108
H 0.4256 -1.0327 -1.6690  0.084
H 0.8689 0.5929 -1.8287  0.130
H -1.5859 1.4265 1.1813  0.095
H -1.3836 1.8336 -0.5403  0.096
H 0.0494 2.2838 0.6200  0.150
H -1.9934 -1.3609 -0.9772  0.071
H -2.0896 -1.4634 0.7040  0.014


A gas-phase ion, C4H9N2O (charge +1) at a distorted geometry, computed with wB97M-V/def2-TZVPD.

LUMO energy in Ha: -0.1353
2S+1: 1
Max |F| in eV Å⁻¹: 5.14
Charge: +1
M in Da: 101.129
Kohn-Sham gap in hartree: 0.4148

Each line ends with the Löwdin charge.
Element x y z (Å)
C -2.5723 0.1486 0.0341  0.057
C -1.5835 -0.6817 0.2669  -0.122
C 1.8976 0.6528 0.2039  -0.309
C -0.1279 -0.6405 -0.1295  -0.120
N 2.6063 -0.1392 -0.7491  0.142
N 0.4101 0.7038 0.1418  0.158
O 2.4151 -0.5174 0.6464  0.027
H -3.5215 -0.0545 0.3143  0.038
H -2.5057 1.1901 -0.4750  0.116
H -1.9372 -1.4972 0.8525  0.111
H 2.5165 1.4552 0.4535  0.160
H 0.1213 -0.7739 -1.1269  0.111
H 0.3735 -1.3359 0.3895  0.099
H 1.9312 -0.7115 -1.3815  0.149
H -0.1473 0.8393 1.0562  0.233
H 0.1237 1.3621 -0.4974  0.151


A molecular structure, C4H9N2O at a distorted geometry, computed with wB97M-V/def2-TZVPD.

LUMO energy in Ha: -0.1239
2S+1: 1
Max |F| in eV Å⁻¹: 3.34
Charge: +1
M in Da: 101.129
Kohn-Sham gap in hartree: 0.3809

Each line ends with the Löwdin charge.
Element x y z (Å)
C 2.2658 0.0002 -0.1070  -0.163
C -1.9815 -0.3049 0.1445  -0.032
C -1.1849 -1.1441 0.5434  0.106
C -3.0054 0.6510 -0.0436  -0.014
N 1.0439 -0.1367 -0.3136  -0.051
N 2.8496 0.2530 1.0888  0.173
O 0.4948 0.0326 -1.5472  0.025
H 2.8425 0.2185 -0.9455  0.138
H -0.8349 -2.0910 0.5088  0.076
H 1.1918 0.2698 -2.1666  0.115
H -0.0838 -0.4818 0.3029  0.107
H -2.7634 1.3856 -0.7638  0.098
H -3.4601 0.9599 0.8383  0.088
H -3.7820 0.0454 -0.5226  0.130
H 3.8494 0.3830 1.0330  0.122
H 2.5583 -0.0405 1.9502  0.083